# 1
22
Properties=species:S:1:pos:R:3 method="wB97M-V/def2-TZVPD" homo_energy_ha=-0.3133 lumo_ev=0.773 smiles=CCNC(C)C.O
C -2.94145 0.19272 -0.30268
C -1.78041 -0.41752 -1.09160
N -0.51170 -0.01728 -0.54619
C 0.62675 0.12469 -1.46754
C 0.69612 -0.87300 -2.61439
C 1.89229 0.17299 -0.61460
H -3.08351 1.22594 -0.61258
H -2.73280 0.19036 0.76223
H -3.89676 -0.29861 -0.44268
H -1.84522 -1.50119 -1.20117
H -1.89850 -0.03812 -2.11259
H -0.24447 -0.57085 0.25491
H 0.52573 1.14130 -1.88363
H 1.62990 -0.75132 -3.16366
H 0.69212 -1.87336 -2.20532
H -0.14870 -0.82657 -3.29195
H 2.78611 0.15961 -1.21950
H 1.79825 1.09444 -0.05003
H 1.94013 -0.66283 0.08113
O 1.67577 0.90367 5.58518
H 2.40070 0.58410 5.02991
H 1.12906 0.15486 5.82439


# 2
22
Properties=species:S:1:pos:R:3 method="wB97M-V/def2-TZVPD" s2=0.76 multiplicity=2 charge=+1 homo_energy_ha="-0.5265 / -0.5264" lumo_ev="-3.158 / -8.715"
C 0.47814 1.24030 1.05806
C 0.82185 -0.07880 0.08515
C 2.00250 0.29628 -0.72794
C -0.36372 -0.42660 -0.83535
C -0.58576 -1.98540 -1.09550
N 1.57802 1.72535 1.93180
H 0.18793 2.11812 0.47489
H -0.47133 0.90756 1.61958
H 1.01711 -0.91151 0.85773
H 2.07951 1.35253 -0.90545
H 2.84672 0.07810 0.01593
H 2.06540 -0.21094 -1.63518
H -0.02660 0.04020 -1.78922
H -1.38929 -0.01095 -0.59226
H -1.64362 -2.10512 -1.40147
H 0.02688 -2.37588 -1.81567
H -0.45212 -2.46697 -0.18196
H 2.37399 1.81625 1.36260
H 1.63715 1.10949 2.78342
H -3.68245 -0.67350 -0.12326
H -4.47172 0.66580 0.25567
O -4.02858 -0.10433 0.65843


# 3
22
Properties=species:S:1:pos:R:3 method="wB97M-V/def2-TZVPD" s2=0.75 multiplicity=2 charge=+1 homo_energy_ha="-0.5349 / -0.5349" lumo_ev="-3.599 / -8.573"
C -2.06164 -1.57684 -0.23526
C -0.69043 -0.87864 -0.57440
C 0.32860 -0.95755 0.55072
C 1.81618 -0.92279 0.09616
C 0.04850 0.01577 1.71996
N -0.83345 0.43516 -1.09046
H -2.67541 -0.78463 0.21557
H -1.83001 -2.43864 0.39488
H -2.59878 -1.93622 -1.12364
H -0.36830 -1.49991 -1.42163
H 0.17441 -1.91692 1.06603
H 1.93073 -1.43118 -0.87992
H 2.12950 0.14759 0.01306
H 2.34005 -1.27275 0.97549
H -1.04834 0.24388 1.80290
H 0.58900 0.95026 1.84581
H 0.20910 -0.46070 2.70626
H -0.31224 0.61942 -1.94589
H -0.90333 1.27922 -0.51625
H 1.35762 4.34999 -1.99378
H 1.02390 3.64396 -0.57223
O 1.37434 4.39151 -1.03338


# 4
23
Properties=species:S:1:pos:R:3 method="wB97M-V/def2-TZVPD" s2=0.75 multiplicity=2 charge=-1 homo_energy_ha="0.0335 / -0.1943" lumo_ev="3.761 / 3.543"
C 2.04476 0.71424 -0.59550
N 1.29006 0.57098 0.74630
C 0.65084 -0.73052 0.88820
C -0.72590 -0.56568 0.10953
C -1.10863 0.92286 0.67847
C 0.22381 1.54154 0.89789
H 2.94342 0.07532 -0.62424
H 2.24111 1.77967 -0.66768
H 1.40489 0.42969 -1.48710
H 1.27119 -1.51682 0.45438
H 0.52888 -0.95649 1.96800
H -1.37328 -1.41151 0.45502
H -0.64294 -0.65544 -0.99458
H -1.76722 0.86293 1.61318
H -1.66065 1.64363 -0.02500
H 0.28825 2.40204 0.15497
H 0.30464 1.90468 1.91264
H -0.40478 1.19738 -2.47547
H -0.21456 0.63422 -3.93002
O -0.60646 1.36718 -3.44505
H -1.30400 -2.85515 1.92610
H -1.92114 -3.65261 0.80402
O -1.46232 -3.70215 1.63592


# 5
23
Properties=species:S:1:pos:R:3 method="wB97M-V/def2-TZVPD" homo_energy_ha=-0.2924 lumo_ev=-4.308
C 0.93888 0.50309 1.87013
C 0.33978 -0.95391 1.69190
C 0.96882 1.22395 0.46463
N 1.94512 0.63766 -0.34256
C 1.59050 0.31285 -1.71445
C 0.14785 -0.16449 -1.91693
O -2.35254 -1.72522 0.35737
H 1.91638 0.44470 2.30597
H 0.22345 1.09727 2.44231
H -0.72373 -0.90866 1.30290
H 0.85361 -1.56382 0.89685
H 0.20288 -1.55730 2.53871
H -0.11964 1.18879 0.03230
H 1.10611 2.29405 0.64645
H -2.84028 -2.04377 -0.41625
H 1.68082 1.14825 -2.42630
H 2.39781 -0.39106 -1.93167
H -0.26042 -0.92679 -1.19858
H -0.19642 -0.55374 -2.92096
H -0.45615 0.73159 -1.63259
H -2.26065 -0.49434 0.08719
H -2.99005 1.01095 0.00250
O -2.11210 0.68997 -0.13891


# 6
23
Properties=species:S:1:pos:R:3 method="wB97M-V/def2-TZVPD" homo_energy_ha=-0.2930 lumo_ev=0.759 smiles="C=CCCNC.O.O"
C 2.23093 2.61577 0.83270
C 1.82227 1.46719 0.34503
C 0.43809 1.27402 0.02560
C -0.04167 -0.31071 0.05316
N -1.08304 -0.57576 -0.98313
C -1.85616 0.39968 -1.62365
H 1.54187 3.46749 0.92018
H 3.27298 2.96879 0.88895
H 2.60590 0.64680 0.22497
H -0.37583 2.02853 0.47083
H 0.28667 1.46193 -1.04637
H 0.85521 -0.91130 -0.08851
H -0.57956 -0.61120 1.00768
H -0.60655 -1.20120 -1.67799
H -2.20823 0.11571 -2.59992
H -1.17315 1.35555 -1.76231
H -2.66248 0.71824 -0.94706
O 0.81712 -3.48941 -2.35551
H 1.43452 -3.62844 -1.60757
H 0.26177 -4.26350 -2.21368
O -1.36174 -1.43362 3.98175
H -1.41952 -0.64108 4.47348
H -2.19941 -1.45346 3.68136


# 7
23
Properties=species:S:1:pos:R:3 method="wB97M-V/def2-TZVPD" homo_energy_ha=-0.3157 lumo_ev=0.779 smiles=NCCCCCO.O
N 2.17933 -1.23266 -2.16067
C 0.98019 -0.51798 -1.69207
C 0.87356 -0.37025 -0.14801
C -0.45605 -0.08573 0.46965
C -1.06006 1.33386 0.32563
C -1.13579 2.15471 1.60727
O 0.16680 2.41251 2.10816
H 2.69036 -1.86205 -1.56681
H 2.85733 -0.63620 -2.62269
H 0.97877 0.48441 -2.16520
H 0.14755 -1.14518 -2.09246
H 1.53486 -1.04070 0.50553
H 1.48812 0.59744 0.01389
H -1.16658 -0.86499 0.03496
H -0.49533 -0.27979 1.54505
H -0.41954 1.91323 -0.38243
H -2.00107 1.18153 -0.23395
H -1.52252 3.14207 1.33868
H -1.78005 1.62724 2.29993
H 0.26195 3.27201 2.53293
O -1.52045 -2.97325 0.07587
H -1.72462 -3.74471 -0.47248
H -0.87676 -3.36552 0.67920


# 8
23
Properties=species:S:1:pos:R:3 method="wB97M-V/def2-TZVPD" homo_energy_ha=-0.3521 lumo_ev=0.781 smiles=CCN[C@@H](C)CO.O
C -2.77281 -0.43592 0.66182
C -1.53644 0.41766 0.47694
N -0.42069 -0.38825 -0.01402
C 0.91476 0.19062 0.24244
C 1.57088 -0.20884 1.56041
C 1.86259 0.06612 -0.94825
O 3.15614 0.62012 -0.65625
H -2.58666 -1.10294 1.51252
H -2.87208 -1.10679 -0.19391
H -3.71500 0.05168 0.89319
H -1.29862 1.00847 1.37487
H -1.73352 1.14448 -0.32092
H -0.45382 -1.27411 0.48312
H 0.72559 1.26534 0.42924
H 0.79990 -0.07817 2.32192
H 2.50808 0.32566 1.70397
H 1.94585 -1.24007 1.57736
H 2.02093 -1.02080 -0.98287
H 1.55834 0.48340 -1.89438
H 3.10088 1.59335 -0.70092
O -0.78261 -0.35072 -2.80061
H -1.29844 0.44124 -2.90807
H -0.69325 -0.40153 -1.81760


Here are the calculated relative energy (zero: lowest compared OMol25 entry of this formula, charge and spin) numbers, same order: 81.5, 212.4, 144.0, 145.4, 722.6, 331.4, 186.8, 108.9 (kJ/mol).
Here are the calculated E numbers, same order: -8965.514, -8955.686, -8956.394, -11010.977, -11006.457, -11010.512, -11012.011, -11012.817 (eV).